1.
Molecular formula: C9H16NO3P
Method: DFT, the ωB97M-V functional and the def2-TZVPD basis

Calculated values
HOMO = -9.86 eV
Structure (SMILES) = CCOP(=O)(OCC)C(C#N)=C(C)C
2S+1 = 1
E = -26512.5170 eV
ΔE to the lowest compared entry with this formula, charge and spin = 33.5 kcal per mole

Each line ends with the Mulliken charge.
Geometry (Å):
1 C -0.89 1.30 2.25  -0.220
2 C -1.91 0.81 -1.75  -1.497
3 C -1.76 1.20 -0.09  0.734
4 C -0.81 1.01 0.91  0.694
5 C -3.10 1.66 0.31  -1.497
6 C 4.03 1.22 -0.27  -0.978
7 C -0.20 -2.91 0.48  -1.072
8 C 2.51 1.61 -0.34  -0.280
9 C 1.05 -2.33 1.29  -0.240
10 N -0.87 1.60 3.35  -0.512
11 O 0.41 -0.64 -0.96  -0.758
12 O 1.84 0.91 0.68  -0.390
13 O 0.82 -0.95 1.64  -0.391
14 P 0.54 -0.03 0.36  1.069
15 H -2.30 1.70 -2.11  0.515
16 H -2.56 -0.06 -1.81  0.395
17 H -1.07 0.64 -2.31  0.424
18 H -3.85 1.07 -0.29  0.338
19 H -3.41 2.70 0.04  0.313
20 H -3.39 1.66 1.44  0.352
21 H 4.17 0.30 0.34  0.300
22 H 4.63 1.20 -1.22  0.299
23 H 4.57 2.08 0.42  0.231
24 H -0.94 -2.25 0.70  0.341
25 H 0.09 -2.96 -0.61  0.230
26 H -0.39 -3.87 0.98  0.410
27 H 2.04 1.21 -1.28  0.260
28 H 2.40 2.73 -0.28  0.354
29 H 1.88 -2.52 0.59  0.238
30 H 1.04 -3.07 2.20  0.339

***

2.
Molecular formula: C9H16NO4P
Method: DFT, the ωB97M-V functional and the def2-TZVPD basis

Calculated values
HOMO = -6.80 eV
2S+1 = 1
E = -28558.8781 eV
ΔE to the lowest compared entry with this formula, charge and spin = 34.4 kcal per mole

Each line ends with the Mulliken charge.
Geometry (Å):
1 C 1.58 1.46 0.00  0.630
2 C 1.87 3.86 0.76  -0.880
3 C 2.31 2.67 0.18  -0.314
4 C 1.02 -0.52 -0.74  0.397
5 C -2.96 -0.18 -2.71  -1.199
6 C 0.68 -1.61 2.47  -0.768
7 C 1.31 -1.84 -1.48  -0.786
8 C -2.77 -0.10 -1.17  -0.433
9 C -0.41 -0.51 2.55  -0.354
10 N 1.97 0.43 -0.59  -0.508
11 O 0.22 1.43 0.48  -0.401
12 O 0.98 -3.00 -0.63  -0.564
13 O -1.61 0.63 -0.90  -0.329
14 O -1.14 -0.56 1.31  -0.398
15 P -0.42 0.14 0.01  0.867
16 H 2.59 4.69 0.92  0.238
17 H 0.85 3.87 1.01  0.363
18 H 3.37 2.62 -0.15  0.304
19 H -3.62 -0.98 -3.12  0.317
20 H -3.31 0.78 -2.98  0.353
21 H -2.05 -0.19 -3.23  0.377
22 H 1.52 -1.22 1.71  0.169
23 H 1.07 -1.83 3.52  0.400
24 H 0.16 -2.63 2.26  0.218
25 H 2.29 -1.90 -1.93  0.321
26 H 0.56 -1.91 -2.14  0.317
27 H -2.75 -1.09 -0.79  0.362
28 H -3.56 0.48 -0.79  0.401
29 H 0.04 0.44 2.63  0.272
30 H -1.27 -0.45 3.31  0.322
31 H 1.49 -2.96 0.21  0.306

***

3.
Molecular formula: C9H16NOSi
Method: DFT, the ωB97M-V functional and the def2-TZVPD basis

Calculated values
HOMO (alpha / beta) = -10.76 / -13.00 eV
Charge = +1
2S+1 = 3
E = -20996.6398 eV

Each line ends with the Mulliken spin population.
Geometry (Å):
1 C -4.73 -0.65 0.13  0.372
2 C -3.67 -1.52 0.05  0.024
3 C -4.46 0.72 0.17  0.270
4 C -2.41 -1.02 -0.01  0.502
5 C -3.16 1.16 -0.21  0.465
6 C 2.00 -1.93 0.83  0.000
7 C 2.49 0.35 -1.62  0.000
8 C 2.37 1.32 1.09  0.000
9 C -0.86 0.89 -0.27  0.024
10 N -2.15 0.32 -0.18  0.223
11 O 0.13 -0.28 0.00  0.011
12 Si 1.78 -0.20 0.06  -0.001
13 H -5.66 -1.13 0.24  0.022
14 H -3.96 -2.62 0.13  -0.005
15 H -5.33 1.30 0.35  0.000
16 H -1.57 -1.56 0.08  0.083
17 H -2.83 2.14 -0.33  0.033
18 H 1.21 -2.03 1.60  0.000
19 H 2.13 -2.61 0.04  0.000
20 H 3.01 -2.02 1.34  0.000
21 H 2.11 1.33 -1.83  -0.001
22 H 3.49 0.25 -1.55  0.000
23 H 2.01 -0.22 -2.53  0.000
24 H 2.14 2.32 0.49  0.000
25 H 1.89 1.51 2.06  0.000
26 H 3.34 1.18 1.47  0.000
27 H -0.49 1.18 -1.31  -0.005
28 H -0.79 1.59 0.45  -0.016

***

4.
Molecular formula: C9H16O
Method: DFT, the ωB97M-V functional and the def2-TZVPD basis

Calculated values
HOMO (alpha / beta) = -8.09 / -8.58 eV
2S+1 = 1
E = -11633.7662 eV
ΔE to the lowest compared entry with this formula, charge and spin = 132.9 kcal per mole

Each line ends with the Mulliken charge.
Geometry (Å):
1 C -1.11 -1.80 1.09  -0.603
2 C 1.17 -2.01 -0.03  -1.411
3 C -0.89 -0.54 1.95  -0.918
4 C -0.31 -1.80 -0.18  0.975
5 C -0.88 -1.63 -1.37  -1.153
6 H -0.84 -2.68 1.68  0.334
7 H -2.17 -1.88 0.86  0.307
8 H 1.68 -2.02 -1.00  0.337
9 H 1.62 -1.22 0.57  0.302
10 H 1.37 -2.96 0.47  0.377
11 H -1.46 -0.61 2.87  0.382
12 H 0.16 -0.42 2.21  0.295
13 H -1.20 0.35 1.41  0.120
14 H -0.30 -1.63 -2.29  0.318
15 H -1.94 -1.43 -1.47  0.333
16 C 2.16 1.37 -1.11  -1.083
17 C 1.40 1.85 -0.09  0.955
18 C -0.40 1.95 -0.83  -0.670
19 C -1.17 2.87 -0.23  -0.652
20 O 1.46 2.24 1.04  -0.499
21 H -0.68 0.90 -0.91  0.276
22 H 1.70 0.77 -1.88  0.284
23 H 0.31 2.26 -1.72  0.480
24 H 3.23 1.43 -1.06  0.302
25 H -0.96 3.25 0.75  0.319
26 H -1.96 3.39 -0.75  0.293

***

5.
Molecular formula: C9H16O3
Method: DFT, the ωB97M-V functional and the def2-TZVPD basis

Calculated values
HOMO = -7.84 eV
2S+1 = 1
E = -15731.7958 eV
ΔE to the lowest compared entry with this formula, charge and spin = 69.3 kcal per mole

Each line ends with the Mulliken charge.
Geometry (Å):
1 C -0.62 0.51 -0.41  0.119
2 C -0.51 1.70 0.13  0.789
3 C 1.39 -0.12 1.54  -0.598
4 C 1.65 1.32 1.08  -0.594
5 C 0.93 -0.94 0.37  0.260
6 C -1.48 2.84 -0.11  -1.265
7 C -1.08 -0.32 -2.72  -1.056
8 C 0.49 -2.90 1.65  -0.833
9 C -1.61 -0.13 -1.29  -0.662
10 O 0.50 2.11 0.97  -0.433
11 O 1.90 -1.08 -0.60  -0.510
12 O 0.17 -2.07 0.55  -0.349
13 H 2.32 -0.52 1.96  0.425
14 H 0.62 -0.12 2.31  0.311
15 H 2.27 1.84 1.82  0.324
16 H 2.18 1.29 0.12  0.316
17 H -2.51 2.50 -0.01  0.362
18 H -1.35 3.25 -1.10  0.258
19 H -1.28 3.61 0.63  0.358
20 H -0.22 -0.99 -2.71  0.216
21 H -0.75 0.64 -3.12  0.303
22 H -1.84 -0.73 -3.36  0.360
23 H 0.21 -2.44 2.60  0.303
24 H 1.56 -3.15 1.68  0.322
25 H -0.09 -3.81 1.51  0.273
26 H -1.89 -1.10 -0.88  0.239
27 H -2.52 0.49 -1.33  0.337
28 H 1.57 -1.69 -1.27  0.425

***

6.
Molecular formula: C9H16O3S2
Method: DFT, the ωB97M-V functional and the def2-TZVPD basis

Calculated values
HOMO = -8.87 eV
Structure (SMILES) = C=CC[C@@](C)(O)[C@@]1(C)SCCS1(=O)=O
2S+1 = 1
E = -37402.2716 eV
ΔE to the lowest compared entry with this formula, charge and spin = 58.0 kcal per mole

Each line ends with the Mulliken charge.
Geometry (Å):
1 C 0.40 3.77 -0.26  -0.965
2 C -0.57 2.89 -0.09  -0.384
3 C 1.63 -2.72 -1.21  -0.635
4 C 2.52 -1.64 -0.73  -0.734
5 C -0.01 -1.06 0.40  0.091
6 C -1.02 -1.56 1.69  -1.338
7 C -1.97 0.37 -0.68  -1.681
8 C -0.43 1.57 0.61  -0.618
9 C -0.51 0.33 -0.29  1.037
10 O 2.16 0.10 1.37  -0.699
11 O 1.88 -2.36 1.70  -0.648
12 O 0.42 0.45 -1.47  -0.558
13 S -0.19 -2.37 -0.89  -0.095
14 S 1.73 -1.18 0.89  1.214
15 H 0.21 4.62 -0.77  0.351
16 H 1.34 3.49 -0.04  0.383
17 H -1.58 3.18 -0.35  0.305
18 H 1.71 -2.91 -2.40  0.339
19 H 1.88 -3.57 -0.74  0.450
20 H 3.52 -2.00 -0.60  0.520
21 H 2.57 -0.74 -1.34  0.284
22 H -1.15 -2.52 1.44  0.499
23 H -1.89 -0.94 1.53  0.411
24 H -0.52 -1.42 2.72  0.265
25 H -2.45 -0.60 -1.20  0.199
26 H -2.09 1.17 -1.41  0.448
27 H -2.55 0.57 0.25  0.420
28 H -1.35 1.66 1.31  0.254
29 H 0.44 1.58 1.31  0.485
30 H 0.65 1.40 -1.49  0.400

***

7.
Molecular formula: C9H16O7
Method: DFT, the ωB97M-V functional and the def2-TZVPD basis

Calculated values
HOMO = -10.70 eV
Structure (SMILES) = C[C@H]1COC(=O)O1.C[C@H]1COC(=O)O1.CO
2S+1 = 1
E = -23924.9498 eV
ΔE to the lowest compared entry with this formula, charge and spin = 0.0 kcal per mole

Each line ends with the Mulliken charge.
Geometry (Å):
1 C 5.43 1.60 0.13  -0.333
2 O 6.60 2.29 0.58  -0.518
3 H 5.46 1.56 -0.95  0.258
4 H 5.41 0.60 0.57  0.238
5 H 4.53 2.16 0.38  0.045
6 H 6.44 2.61 1.47  0.296
7 C 1.32 0.40 2.62  -1.379
8 C 0.33 1.08 1.70  0.481
9 C 0.93 2.19 0.83  -0.030
10 O 0.53 1.90 -0.48  -0.351
11 C -0.04 0.68 -0.52  0.673
12 O -0.35 0.12 -1.53  -0.507
13 O -0.19 0.17 0.71  -0.380
14 H 2.03 1.14 3.00  0.365
15 H 1.87 -0.40 2.13  0.345
16 H 0.82 -0.01 3.50  0.354
17 H -0.50 1.44 2.31  0.262
18 H 2.02 2.22 0.90  -0.129
19 H 0.62 3.19 1.15  0.314
20 C -2.27 -3.08 -1.01  -1.449
21 C -2.99 -1.77 -0.92  0.943
22 C -3.18 -1.08 -2.29  -0.348
23 O -4.60 -1.06 -2.47  -0.366
24 C -5.23 -1.50 -1.37  0.603
25 O -6.40 -1.44 -1.19  -0.526
26 O -4.33 -1.96 -0.46  -0.420
27 H -2.69 -3.68 -1.82  0.386
28 H -2.38 -3.67 -0.09  0.347
29 H -1.21 -2.92 -1.20  0.353
30 H -2.46 -1.07 -0.27  -0.046
31 H -2.73 -1.65 -3.10  0.291
32 H -2.78 -0.07 -2.33  0.229

***

8.
Molecular formula: C9H16OS2
Method: DFT, the ωB97M-V functional and the def2-TZVPD basis

Calculated values
HOMO (alpha / beta) = -7.00 / -6.80 eV
2S+1 = 1
E = -33305.6125 eV
ΔE to the lowest compared entry with this formula, charge and spin = 108.8 kcal per mole

Each line ends with the Mulliken charge.
Geometry (Å):
1 C 1.03 -0.49 2.38  -0.878
2 C 1.54 -0.12 1.25  -0.236
3 C 0.21 2.61 -1.35  -0.091
4 C -1.32 2.57 -1.16  -0.546
5 C -0.45 3.23 1.19  -0.201
6 C 0.16 -2.86 0.40  -1.697
7 C -1.23 -0.75 -0.02  -1.013
8 C 0.22 -1.70 -1.88  -1.628
9 C 0.03 -1.50 -0.34  1.829
10 O 1.15 -0.55 -0.02  -0.433
11 S 0.98 2.74 0.31  -0.112
12 S -1.88 3.02 0.36  -0.142
13 H 0.22 -1.14 2.55  0.247
14 H 1.44 -0.15 3.38  0.243
15 H 0.50 1.71 -1.81  0.027
16 H 0.66 3.50 -2.07  0.280
17 H -1.93 2.61 -2.04  0.439
18 H 2.39 0.49 1.14  0.676
19 H -0.35 3.28 2.30  0.375
20 H -0.75 -3.10 1.00  0.332
21 H 0.11 -3.70 -0.31  0.475
22 H 1.13 -2.89 0.97  0.350
23 H -1.98 -0.93 -0.78  0.440
24 H -1.21 0.34 -0.02  -0.172
25 H -1.75 -0.97 1.08  0.265
26 H 0.71 -0.78 -2.13  0.415
27 H 1.03 -2.47 -1.90  0.415
28 H -0.67 -1.99 -2.48  0.340

***

9.
Molecular formula: C9H17BFO3S
Method: DFT, the ωB97M-V functional and the def2-TZVPD basis

Calculated values
HOMO = -4.68 eV
Charge = -1
2S+1 = 1
E = -29980.0351 eV

Each line ends with the Mulliken charge.
Geometry (Å):
1 O 5.05 -1.11 0.80  -0.508
2 C 4.49 -1.89 -0.01  0.551
3 F 4.62 -3.34 0.17  -0.314
4 C 3.65 -1.36 -1.30  -0.388
5 B 3.38 0.26 -1.22  0.212
6 C 1.97 0.71 -0.49  -0.722
7 C 1.15 -0.48 0.21  -0.213
8 C 0.13 -1.19 -0.86  -0.534
9 S -0.13 -2.95 -0.25  -0.275
10 H 4.37 -1.52 -2.19  0.210
11 H 2.73 -2.00 -1.52  0.021
12 H 4.27 0.88 -0.70  -0.206
13 H 3.36 0.66 -2.36  -0.254
14 H 2.20 1.54 0.28  0.159
15 H 1.31 1.19 -1.32  0.142
16 H 0.45 0.00 1.01  0.212
17 H 1.78 -1.25 0.76  0.246
18 H -0.86 -0.61 -0.93  0.114
19 H 0.70 -1.19 -1.86  0.450
20 H 0.82 -3.66 -1.02  0.109
21 O -2.42 -0.77 1.37  -0.510
22 C -2.98 0.27 1.13  0.484
23 O -2.82 0.97 -0.03  -0.294
24 C -3.54 2.20 0.07  -0.458
25 C -4.60 1.97 1.12  -0.502
26 C -3.91 1.00 2.06  -0.442
27 H -2.84 3.00 0.34  0.278
28 H -3.98 2.44 -0.90  0.307
29 H -4.93 2.89 1.61  0.314
30 H -5.47 1.49 0.68  0.262
31 H -3.32 1.51 2.82  0.264
32 H -4.62 0.31 2.52  0.284

***

10.
Molecular formula: C9H17ClI2N2OPSeTc
Method: DFT, the ωB97M-V functional and the def2-TZVPD basis

Calculated values
HOMO (alpha / beta) = -18.74 / -18.57 eV
Charge = +3
2S+1 = 4
E = -120164.0218 eV
ΔE to the lowest compared entry with this formula, charge and spin = 13.2 kcal per mole

Each line ends with the Mulliken spin population.
Geometry (Å):
1 I -4.70 -1.21 -2.68  0.572
2 I -4.20 1.29 -2.25  0.413
3 Tc 0.15 -0.23 -0.03  2.030
4 P 0.22 -0.78 -2.23  -0.072
5 C -1.21 -0.95 -3.31  0.010
6 C 1.13 0.57 -3.07  0.001
7 H 2.17 -2.21 -2.14  0.000
8 H 1.42 -2.18 -3.78  0.002
9 H 0.66 -3.14 -2.46  0.004
10 C 1.23 -2.22 -2.70  0.020
11 H 2.13 0.67 -2.63  -0.001
12 H 1.20 0.33 -4.14  0.000
13 H -0.92 -1.03 -4.37  -0.002
14 H -1.84 -0.05 -3.18  -0.002
15 H 0.58 1.51 -2.95  0.001
16 H -1.77 -1.84 -2.99  0.000
17 C -1.70 -0.68 -0.03  -0.131
18 O -2.82 -0.99 0.06  0.042
19 Cl 2.54 -0.21 -0.31  0.087
20 C 2.72 0.21 2.82  0.018
21 N 1.48 0.90 2.56  -0.015
22 C 1.16 2.07 3.18  -0.015
23 C -0.20 2.21 3.16  -0.007
24 N -0.73 1.09 2.58  0.057
25 C -2.11 0.70 2.70  0.024
26 C 0.31 0.26 2.13  -0.144
27 Se 0.26 -1.70 2.00  0.121
28 H 3.33 0.88 3.43  0.003
29 H 3.22 -0.01 1.88  -0.008
30 H 2.53 -0.72 3.37  -0.004
31 H 1.94 2.68 3.62  -0.001
32 H -0.80 2.99 3.59  0.001
33 H -2.52 1.08 3.63  0.003
34 H -2.70 1.10 1.87  0.000
35 H -2.19 -0.39 2.70  -0.007

***

11.
Molecular formula: C9H17F4NO6PS
Method: DFT, the ωB97M-V functional and the def2-TZVPD basis

Calculated values
HOMO = -4.68 eV
Charge = -1
2S+1 = 1
E = -54378.3828 eV

Each line ends with the Mulliken charge.
Geometry (Å):
1 N -0.06 0.80 3.91  -0.828
2 P 0.04 1.43 2.47  0.400
3 C -1.39 1.17 1.33  -0.105
4 C -1.50 2.32 0.33  -1.288
5 C -0.30 2.46 -0.60  -0.080
6 C -0.50 1.74 -1.94  -0.960
7 C 0.81 1.55 -2.72  -0.810
8 S 1.84 0.31 -1.99  1.178
9 O 2.47 0.83 -0.81  -0.690
10 O 2.65 -0.38 -2.94  -0.661
11 O 0.78 -0.79 -1.46  -0.376
12 O -1.22 -0.05 0.60  -0.105
13 C -1.69 -1.19 1.17  0.474
14 O -2.51 -1.19 2.05  -0.577
15 C -1.15 -2.44 0.54  -0.933
16 C 0.21 -2.82 1.13  -0.295
17 O 0.82 -1.68 1.68  -0.352
18 C 1.15 -3.54 0.13  0.751
19 F 1.53 -4.74 0.68  -0.332
20 F 2.25 -2.85 -0.12  -0.230
21 F 0.54 -3.83 -1.04  -0.280
22 H 0.73 0.18 4.06  0.259
23 H 0.07 2.84 2.47  0.057
24 H 1.17 1.06 1.71  0.070
25 H -2.29 1.15 1.93  0.511
26 H -1.69 3.24 0.87  0.351
27 H -2.39 2.11 -0.27  0.408
28 H -0.10 3.51 -0.79  0.460
29 H 0.60 2.06 -0.14  0.205
30 H -0.96 0.78 -1.77  0.381
31 H -1.16 2.33 -2.56  0.470
32 H 1.41 2.45 -2.62  0.414
33 H 0.61 1.36 -3.85  0.383
34 H 0.31 -0.37 -0.72  0.245
35 H -1.88 -3.21 0.75  0.515
36 H -1.11 -2.31 -0.54  0.321
37 H 0.03 -3.55 1.92  0.688
38 H 1.36 -1.95 2.43  0.244
39 F 0.53 1.20 -5.29  -0.882

***

12.
Molecular formula: C9H17FN2
Method: DFT, the ωB97M-V functional and the def2-TZVPD basis

Calculated values
HOMO = -8.48 eV
2S+1 = 1
E = -15302.3660 eV
ΔE to the lowest compared entry with this formula, charge and spin = 19.2 kcal per mole

Each line ends with the Mulliken charge.
Geometry (Å):
1 C -0.40 1.48 0.72  -0.892
2 C 0.65 1.98 -0.34  -0.747
3 C -1.71 0.84 0.14  -1.017
4 C 1.25 0.80 -1.08  -1.197
5 C 0.18 -2.33 0.11  -0.361
6 C -1.75 -0.68 0.22  0.394
7 C 1.99 -0.20 -0.25  1.113
8 C -2.83 -1.28 -0.67  -1.591
9 C 2.90 0.36 0.92  -1.254
10 N -0.46 -1.08 -0.22  -0.009
11 N 0.59 -1.09 0.70  -0.651
12 F 2.74 -1.05 -0.99  -0.389
13 H 0.00 0.92 1.54  0.516
14 H -0.77 2.41 1.27  0.436
15 H -0.04 2.49 -1.07  0.414
16 H 1.31 2.57 0.34  0.333
17 H -2.55 1.26 0.66  0.521
18 H -1.83 1.14 -0.89  0.271
19 H 0.63 0.07 -1.45  0.499
20 H 1.85 1.01 -1.91  0.567
21 H -0.22 -2.99 0.89  0.338
22 H 0.75 -2.80 -0.72  0.247
23 H -1.92 -1.11 1.19  0.365
24 H -2.85 -2.37 -0.51  0.375
25 H -2.70 -1.09 -1.73  0.374
26 H -3.84 -0.78 -0.43  0.361
27 H 3.62 1.13 0.46  0.299
28 H 3.24 -0.46 1.58  0.386
29 H 2.17 0.84 1.54  0.298